(1)
A cluster of 10 separate species, C40H50N10 in total, computed with ωB97M-V with the def2-TZVPD basis set.

Results
LUMO (eV): 0.40
Highest occupied orbital energy (eV): -7.90
Energy above the lowest of the compared OMol25 structures with the same formula, charge and spin (kcal/mol): 305.4
SMILES string: c1cc[nH]c1.c1cc[nH]c1.c1cc[nH]c1.c1cc[nH]c1.c1cc[nH]c1.c1cc[nH]c1.c1cc[nH]c1.c1cc[nH]c1.c1cc[nH]c1.c1cc[nH]c1

The geometry in ORCA input format:
```
! wB97M-V def2-TZVPD RIJCOSX def2/J DEFGRID3
* xyz 0 1
H -59.07 34.16 1.55
C -58.96 36.76 -1.69
H -57.40 32.94 -0.41
C -57.76 31.84 -0.68
H -59.46 31.43 -2.01
H -59.34 25.84 -5.93
C -54.46 35.66 -3.11
C -55.53 30.93 2.89
C -54.80 27.35 -1.49
C -61.78 32.05 3.17
H -58.82 32.12 3.04
C -59.90 28.88 -5.61
N -55.06 33.73 -3.88
H -60.99 31.05 5.04
C -57.88 33.48 4.53
H -57.59 36.35 -3.23
C -55.33 30.15 -5.13
C -54.41 26.52 -0.40
C -56.13 26.84 -1.83
H -53.55 26.47 0.27
H -55.32 30.22 -6.10
C -55.15 34.61 -2.85
H -66.06 32.03 -2.67
H -53.06 31.72 1.06
N -55.59 32.29 2.74
N -59.98 27.64 -6.32
H -60.42 33.98 -1.00
H -56.10 30.15 3.60
C -60.05 31.09 1.92
H -60.50 27.59 -7.05
H -60.16 29.77 -6.08
H -54.35 29.47 1.99
C -54.77 30.94 -3.02
C -63.21 31.24 -1.39
H -56.82 28.68 0.35
C -58.50 34.31 2.45
H -65.27 30.86 -0.72
C -59.43 28.58 -4.39
C -59.26 26.72 -5.70
H -56.83 27.37 -2.54
N -56.19 30.84 -3.17
C -54.48 30.59 2.14
H -59.42 29.14 -3.40
H -53.83 33.66 -5.64
H -57.84 32.54 5.35
C -56.51 25.79 -1.16
C -56.52 30.25 -4.38
H -61.35 32.41 0.83
H -62.63 30.71 -0.79
H -56.67 30.73 -2.29
H -55.64 34.33 -2.01
H -56.41 32.69 3.09
H -62.80 32.54 3.64
C -58.69 31.15 -1.34
H -55.27 32.78 -4.04
H -57.36 25.06 -1.29
H -55.41 24.98 0.57
H -56.74 35.11 5.38
N -55.41 25.61 -0.24
N -59.80 36.02 -0.93
C -58.90 34.52 -2.38
H -64.33 33.25 -3.84
C -61.03 31.22 3.95
H -60.50 36.44 -0.20
C -54.66 32.87 1.98
H -61.89 32.82 -2.60
N -60.05 30.71 3.20
N -56.86 30.97 -0.05
N -58.46 33.17 3.34
H -53.17 36.14 -5.05
C -58.39 29.62 -1.03
C -53.76 35.43 -4.47
H -58.81 37.96 -1.74
H -59.42 30.05 3.52
C -58.25 35.93 -2.53
C -59.81 34.68 -1.42
H -58.93 28.71 -1.35
C -64.00 32.62 -3.09
H -54.37 28.29 -1.90
C -54.23 34.28 -4.86
C -54.18 30.61 -4.20
C -64.59 31.21 -1.45
H -59.30 30.85 1.29
H -53.29 30.36 -4.60
H -57.51 29.91 -4.87
H -58.59 33.65 -2.99
C -57.76 35.27 3.07
H -56.20 31.23 0.56
H -54.54 33.99 1.80
C -57.27 29.67 -0.14
H -54.40 36.61 -2.35
C -53.88 31.80 1.53
H -58.76 26.49 -3.55
C -61.12 31.96 1.71
H -54.21 31.22 -2.01
H -57.52 36.23 2.58
C -59.07 27.12 -4.40
C -57.33 34.72 4.49
C -62.82 32.20 -2.50
N -65.04 31.91 -2.44
*
```


(2)
A structure of composition C40H51BN12O2Pr, computed with ωB97M-V with the def2-TZVPD basis set.

Results
LUMO (spin up / spin down) (eV): -1.94 / -1.94
Highest occupied orbital energy (spin up / spin down) (eV): -8.98 / -8.98

The geometry in ORCA input format:
```
! wB97M-V def2-TZVPD RIJCOSX def2/J DEFGRID3
* xyz 1 3
H -1.21 -26.72 -2.16
N -3.84 -16.75 -3.33
N -3.43 -15.42 -3.58
H -1.76 -21.73 -4.41
H -0.90 -23.72 -0.06
H 0.83 -21.25 4.23
N 0.12 -20.99 -4.92
H -1.53 -13.36 -4.08
H -3.03 -27.09 -3.89
H -1.08 -16.45 -1.59
H 1.55 -22.29 -5.88
C -1.97 -16.20 -2.14
H -5.84 -20.01 -5.92
H -0.55 -23.02 -4.74
C -4.14 -14.49 -4.51
C 0.08 -21.34 3.46
H -4.96 -23.30 -0.74
H -8.05 -16.36 -5.11
C 0.66 -18.29 -5.47
C 0.07 -20.04 -3.90
C 0.12 -16.85 2.62
C -2.32 -15.11 -2.92
H -2.08 -12.98 -2.42
H 1.89 -17.19 -3.56
H -1.44 -15.22 2.86
Pr -1.57 -19.98 -0.65
C 1.21 -21.17 -5.91
H -4.84 -22.04 -2.87
C -5.96 -19.05 -5.36
H -1.23 -22.07 -6.01
C -1.69 -21.90 2.29
H 1.60 -21.44 -1.88
C -2.95 -17.24 -2.37
C -2.90 -26.14 -3.42
H 0.88 -16.59 3.38
N 1.06 -20.31 -0.24
H 4.25 -20.89 -1.02
C 3.07 -19.97 0.70
H -0.97 -25.47 0.11
N 1.75 -19.77 0.86
H -0.09 -18.72 -6.14
N -1.10 -20.79 1.70
C -5.01 -18.62 -4.40
N 0.25 -17.90 1.78
C -0.81 -24.65 -0.66
H 0.92 -20.90 -6.96
H -7.80 -18.51 -6.36
C -4.76 -22.88 -3.54
N -3.02 -22.58 -1.11
H 1.39 -24.68 -0.46
C -1.61 -13.74 -3.04
H -6.35 -15.70 -3.32
C -6.14 -19.98 1.23
N -4.07 -20.20 0.30
N -0.83 -17.81 0.79
C -1.05 -16.12 2.36
C -3.87 -23.95 -3.00
C -2.91 -23.72 -1.95
H -4.20 -22.42 -4.36
C -6.15 -21.11 0.41
C -1.54 -16.73 1.16
H -1.04 -23.24 3.91
H -4.13 -19.23 -4.27
H 1.64 -18.29 -5.99
H -4.62 -25.36 -4.43
C -3.84 -25.16 -3.69
H 0.85 -24.01 -1.94
C -7.21 -16.99 -4.81
H 1.72 -18.53 -2.29
C -0.96 -22.31 3.38
H 0.38 -17.24 -5.29
H 1.71 -19.02 2.96
C 3.28 -20.59 -0.56
H -6.96 -21.78 0.24
H 0.33 -17.45 -2.63
C -4.81 -21.27 -0.08
O -2.97 -18.44 -1.93
C -1.89 -24.75 -1.71
C -6.24 -16.60 -3.87
O -0.54 -20.30 -2.80
H -6.67 -23.81 -3.20
C -4.84 -19.47 1.12
C 2.00 -20.84 -1.06
H -5.97 -24.20 -4.72
C -1.94 -25.95 -2.42
H -7.04 -19.64 1.75
C -4.25 -22.43 -0.68
H -6.77 -22.65 -4.54
H 2.10 -20.62 -5.66
H -4.47 -18.55 1.64
C -6.11 -23.37 -4.05
H -2.63 -22.35 1.94
N 0.73 -18.87 -4.15
C -0.89 -21.98 -4.99
C -5.04 -17.34 -3.82
H -3.49 -14.31 -5.39
C -7.11 -18.21 -5.55
H 3.85 -19.70 1.38
H 0.80 -25.78 -1.78
B 1.00 -19.27 2.12
H -5.13 -14.90 -4.73
H -0.59 -13.92 -2.65
C 1.21 -17.97 -3.09
C 0.59 -24.81 -1.24
H -4.24 -13.58 -3.90
N -0.05 -20.42 2.50
H -2.34 -16.36 0.50
*
```


(3)
A structure of composition C40H51GaNO6PSiTe, computed with ωB97M-V with the def2-TZVPD basis set.

Results
LUMO (eV): 0.22
Highest occupied orbital energy (eV): -7.93
Energy above the lowest of the compared OMol25 structures with the same formula, charge and spin (kcal/mol): 0.0

The geometry in ORCA input format:
```
! wB97M-V def2-TZVPD RIJCOSX def2/J DEFGRID3
* xyz 0 1
C 4.38 1.54 -1.46
C -2.33 -5.98 0.58
H -4.51 0.16 -2.01
H 2.11 -4.69 0.39
H 2.09 -2.96 0.03
H 1.40 3.55 2.48
H 1.11 -5.56 2.52
C -0.29 4.68 -0.23
O -2.23 -3.65 -0.08
C 2.24 0.71 -0.69
H 5.01 4.68 -0.76
C -3.69 0.40 -1.33
H -1.40 -5.93 1.15
C 0.37 3.79 0.61
H 2.40 4.10 -0.61
C 2.18 -3.69 0.83
H -3.06 -1.08 -4.13
C 0.54 2.36 0.20
H -2.47 -7.00 0.22
C -2.28 -5.02 -0.61
H -1.70 3.01 5.69
H 1.11 5.92 3.14
C 1.21 -4.58 2.96
H -3.58 -4.33 -2.19
C -3.23 5.71 3.39
C 3.41 -1.79 -2.42
C 3.54 0.48 -1.19
C -3.59 -5.06 -1.38
H -1.21 -6.32 -1.92
C 0.73 5.57 2.19
C 3.98 2.86 -1.28
O -1.38 -1.45 0.82
C 0.07 6.46 1.34
C 3.77 -3.13 -2.48
H -1.05 -4.60 -2.34
H 1.31 -1.69 -5.08
C -2.41 6.08 4.44
O -0.20 -3.73 1.30
H 2.14 -2.03 3.07
C -1.65 1.77 -3.21
C -2.94 3.38 3.98
H 1.19 -1.33 1.75
O -0.09 -2.47 -0.95
C 2.52 -1.28 -3.36
C 1.20 -2.11 2.51
H 4.49 4.60 -2.45
C -1.55 1.79 1.21
Ga -0.32 -0.46 -0.71
C -1.10 -5.31 -1.52
H 3.17 -3.59 1.28
C 3.99 -0.95 -1.33
H -0.68 4.32 -1.18
H -4.14 4.08 2.34
H -1.60 2.85 1.46
H 2.25 -0.23 -3.33
Si -2.05 0.19 -2.24
H -4.43 -4.84 -0.72
C -2.12 3.77 5.04
H -1.32 -1.39 -4.01
H -2.43 -2.18 -2.90
H -3.73 -6.05 -1.82
O 1.52 -0.37 -0.42
H 0.37 -1.95 3.20
H -3.15 -5.72 1.24
H 5.39 1.33 -1.82
C -1.86 5.11 5.27
C -2.24 -1.25 -3.44
C 2.71 3.08 -0.77
H -2.17 2.63 -2.78
H -1.58 -0.09 2.29
H -1.22 5.40 6.09
H 3.52 -5.00 -3.50
N -0.34 1.46 0.44
H 5.88 3.65 -1.90
P -0.96 -2.80 0.27
H -1.98 1.67 -4.24
C 2.35 -3.44 -4.39
H -0.94 6.69 -0.53
Te -3.35 1.34 3.63
H -0.72 1.22 3.13
H -0.04 7.49 1.63
C 1.82 2.04 -0.46
H -3.84 1.42 -0.98
H -0.15 -5.26 -0.98
C 3.24 -3.95 -3.46
H -2.21 7.13 4.63
H 2.18 -4.52 3.46
H 1.94 -4.08 -5.15
H 0.43 -4.44 3.71
H -3.66 6.46 2.74
H 4.46 -3.51 -1.74
C -1.58 0.98 2.50
C 1.12 -3.50 1.90
O 4.82 -1.39 -0.57
C 0.88 4.24 1.82
C 4.89 4.01 -1.61
C -3.50 4.36 3.16
H -2.41 1.55 0.60
C 2.00 -2.10 -4.35
C -0.43 6.01 0.13
H -0.59 2.00 -3.22
H -3.77 -0.28 -0.47
*
```


(4)
A structure of composition C40H51N8O3P2ReTe, computed with ωB97M-V with the def2-TZVPD basis set.

Results
LUMO (spin up / spin down) (eV): -3.58 / -3.60
Highest occupied orbital energy (spin up / spin down) (eV): -9.63 / -9.72
Energy above the lowest of the compared OMol25 structures with the same formula, charge and spin (kcal/mol): 51.0

The geometry in ORCA input format:
```
! wB97M-V def2-TZVPD RIJCOSX def2/J DEFGRID3
* xyz 1 4
H -3.99 0.86 -0.48
N -0.28 -0.90 1.99
H -0.88 -4.29 -1.32
O -2.31 -1.89 -0.74
C 4.82 1.78 4.36
H -3.61 -0.02 -1.95
H -5.08 6.06 3.82
N 2.22 -1.42 -1.15
H -1.66 2.67 7.67
H -5.45 1.81 3.33
N 0.24 -2.20 3.96
H 3.36 -0.32 4.64
C 1.11 4.98 4.74
C -2.07 3.32 -0.88
H -2.37 0.28 -4.31
N -0.09 -1.38 -0.72
H 1.42 1.15 -4.30
H -2.32 2.54 -3.49
C -3.40 5.06 2.94
H 2.44 -0.81 -0.33
H 1.36 0.86 -2.55
H -0.74 0.71 3.99
C 0.16 2.64 4.26
H -2.68 3.37 0.01
H -6.41 3.99 4.06
H 2.20 -0.28 -3.59
H -0.81 -1.81 -5.74
C -1.39 0.73 -4.18
C 3.44 4.96 1.83
H 7.30 2.07 5.21
C 5.31 -2.63 2.95
C 3.53 1.68 3.86
H -2.81 5.96 2.84
N 3.45 -1.62 1.86
C -1.17 -2.17 -1.05
C -2.87 3.84 2.53
C -4.67 5.11 3.49
C -4.90 2.73 3.22
P -0.21 -0.61 -3.72
H 7.78 3.10 3.85
H 2.19 0.07 3.37
C -0.04 -2.11 5.25
C -0.37 3.73 6.32
N 0.75 -3.07 -1.92
C -5.42 3.95 3.63
P -1.89 1.59 -1.42
C 5.15 3.85 3.24
H 5.07 -4.69 3.51
H -1.87 3.81 2.12
C 3.05 2.72 3.04
H -0.27 4.58 6.98
H -1.15 -3.38 -2.82
C 5.65 2.86 4.07
N -0.23 -2.09 6.39
H -1.09 3.75 -0.66
C -0.08 -1.49 2.99
C -0.63 1.56 4.65
C 2.77 -2.78 1.95
C 4.62 -3.83 3.04
C 3.33 -3.89 2.54
H 1.26 -4.85 -2.85
H 7.12 3.82 5.31
Re -0.83 0.27 0.48
H 1.76 -2.73 1.56
C -1.49 1.89 -3.19
C 7.04 2.96 4.64
H 2.23 -3.47 -3.36
N -1.92 1.27 1.54
H -1.89 0.70 6.16
H 2.18 4.79 4.89
H 2.49 4.80 1.33
C -3.62 2.68 2.67
C 1.33 0.38 -3.53
C 2.72 0.46 4.24
H 0.97 5.27 3.70
H 6.31 -2.52 3.34
H 5.78 4.70 2.99
C -1.15 2.65 6.71
C -1.29 1.56 5.87
H 0.83 5.82 5.38
C 3.86 3.81 2.71
H 2.74 -4.79 2.61
C 0.30 3.76 5.09
H 3.00 -1.94 -1.52
Te 1.05 2.61 2.35
H -1.09 1.14 -5.15
C -0.68 -3.36 -1.84
C 1.02 -1.95 -1.25
H 3.36 5.88 2.41
H -0.59 2.51 -3.21
C 0.09 -1.31 -5.39
C -3.60 0.97 -1.49
H 4.20 5.13 1.06
H -4.22 1.66 -2.05
H 0.38 -0.55 -6.11
H 0.88 -2.06 -5.33
H 1.97 0.70 5.00
C 4.71 -1.54 2.36
H 5.20 0.99 5.00
O 2.92 -0.55 1.33
O -3.66 0.31 2.57
H 2.50 -4.23 -1.76
H -2.54 3.91 -1.67
H 5.16 -0.56 2.26
C -3.10 1.35 2.26
C 1.75 -3.94 -2.50
*
```


In order of appearance, DFT total energy = -2101.2161 -2904.1768 -4884.9368 -3247.3402 hartree.